Formula: C21H36Cl15O5PS
Source: the Open Molecules 2025 dataset
Level of theory: ωB97M-V/def2-TZVPD

```
79
Properties=species:S:1:pos:R:3
Cl 3.58356 1.23202 -1.48177
Cl 2.46479 -4.22901 0.41080
Cl 1.22591 -5.98948 4.46696
Cl 3.81964 1.03144 5.56798
Cl 4.98047 4.24038 -2.29320
Cl 3.30170 -1.10660 1.40913
Cl 4.19676 -4.71691 5.53031
Cl -0.68215 -4.13668 -8.11118
Cl 1.48973 0.60875 -5.42821
Cl -7.79206 4.77433 2.06010
Cl 0.87690 3.83500 -4.57989
Cl 1.47897 -1.60990 -8.84215
Cl -9.44768 1.99947 3.12503
Cl 5.49054 -0.80511 7.90102
Cl -1.03845 1.00271 -2.68850
S -6.41576 -0.44400 -1.69864
P -5.58844 1.02738 -0.76708
O -2.52394 -0.64225 1.18389
O -5.44321 2.27465 -1.75094
O -0.63581 -0.18577 0.05085
O -4.72997 -0.83569 1.71528
O -6.43628 1.50273 0.48566
C 1.39207 -3.03037 1.18386
C 2.36360 2.91030 -4.24727
C 5.57026 3.07165 -1.07989
C -2.03355 3.06432 -1.30580
C 3.91836 -6.32579 4.80919
C 0.95352 -3.89955 -7.44480
C 1.29571 -2.44236 -7.27742
C -7.58476 3.93781 3.62374
C 3.97896 -0.74540 5.62389
C -3.85501 -0.38498 1.01584
C 1.71567 -1.62140 0.77226
C -3.99182 0.50589 -0.16781
C 2.68556 1.93085 -5.34124
C -1.81555 -0.03625 0.15727
C -7.76475 2.44749 3.50597
C -2.75479 3.61058 -0.07700
C -2.78109 0.75918 -0.64971
C 4.00503 -1.27330 7.03376
C 2.83516 -6.29849 3.76379
C 5.31815 1.64271 -1.48573
C -2.44494 1.64768 -1.77977
H 2.24487 -2.34503 -6.75432
H -8.29219 4.37304 4.32382
H -2.71591 4.68582 -0.09978
H 3.02368 -5.53299 3.01779
H 0.97633 -4.39242 -6.47460
H 1.65826 -4.39867 -8.10404
H 2.78344 -7.26265 3.26185
H 2.72057 2.41232 -6.31472
H 3.97606 -2.36133 7.01575
H 5.80234 0.97189 -0.77819
H -2.16113 3.71484 -2.15337
H 1.48380 -3.15455 2.25994
H -7.51296 1.97357 4.45275
H 3.12189 -1.15751 5.09452
H 0.37345 -3.27853 0.89309
H -3.79579 3.34277 -0.02180
H 0.53441 -1.91824 -6.70737
H 3.67849 -7.01485 5.61403
H 3.65335 1.47167 -5.14678
H 4.88063 -1.01631 5.08202
H 0.96766 -0.94320 1.17695
H 4.85703 -6.63527 4.35408
H -5.62956 3.11397 -1.31536
H -0.98629 2.99467 -1.07661
H -3.23372 1.67056 -2.50235
H -7.12661 2.03311 2.73239
H 2.22354 2.41157 -3.29696
H -7.35220 1.35684 0.21126
H -6.57597 4.15398 3.97005
H 6.64058 3.23737 -0.97533
H -2.26408 3.25068 0.81255
H 5.08924 3.30587 -0.13456
H 3.15607 -0.91257 7.60759
H 3.17762 3.62180 -4.13607
H 1.73442 -1.50555 -0.30804
H 5.70775 1.43532 -2.47878
```

The value obtained for the HOMO energy is -9.520 eV. The SMILES is CC[C@@H](Cl)C1=C(P(O)(O)=S)C(=O)OC1=O.ClCCCl.ClCCCl.ClCCCl.ClCCCl.ClCCCl.ClCCCl.ClCCCl. The calculation puts the largest force on an atom at 2.85 eV/A.